{
  "formula": "C33H60ClNO32S7",
  "method": "ωB97M-V with the def2-TZVPD basis set",
  "e_homo_ha": -0.3729,
  "lumo_ev": -0.402,
  "homo_lumo_gap_ev": 9.75,
  "smiles": "CCCCCCCCCCCCCCC[C@@]1(Cl)OC(=O)O[C@@H]1OC#N.O=S1(=O)OCCO1.O=S1(=O)OCCO1.O=S1(=O)OCCO1.O=S1(=O)OCCO1.O=S1(=O)OCCO1.O=S1(=O)OCCO1.O=S1(=O)OCCO1",
  "elements": ["Cl", "S", "S", "S", "S", "S", "S", "S", "O", "O", "O", "O", "O", "O", "O", "O", "O", "O", "O", "O", "O", "O", "O", "O", "O", "O", "O", "O", "O", "O", "O", "O", "O", "O", "O", "O", "O", "O", "O", "O", "N", "C", "C", "C", "C", "C", "C", "C", "C", "C", "C", "C", "C", "C", "C", "C", "C", "C", "C", "C", "C", "C", "C", "C", "C", "C", "C", "C", "C", "C", "C", "C", "C", "C", "H", "H", "H", "H", "H", "H", "H", "H", "H", "H", "H", "H", "H", "H", "H", "H", "H", "H", "H", "H", "H", "H", "H", "H", "H", "H", "H", "H", "H", "H", "H", "H", "H", "H", "H", "H", "H", "H", "H", "H", "H", "H", "H", "H", "H", "H", "H", "H", "H", "H", "H", "H", "H", "H", "H", "H", "H", "H", "H", "H"],
  "positions_angstrom": [[-3.22003, 2.43614, -0.68419], [5.42919, -5.23952, 3.96022], [1.75974, 7.23097, 2.94265], [-11.59035, -5.66913, -7.23640], [-7.59944, -8.24882, -0.99396], [5.82425, 8.18150, -0.15565], [-7.51865, -0.39371, -5.57423], [-3.66208, -4.97136, 3.56956], [4.56664, 9.12782, 0.11850], [-7.49598, 1.01301, -5.72521], [0.16217, 7.29475, 3.04350], [5.79678, 7.13058, 0.79455], [5.28769, -6.81736, 4.19769], [5.27544, -4.56193, 5.19360], [5.34464, 7.61483, -1.57332], [-3.66183, -0.29692, -0.45657], [-6.66373, -7.08247, -0.41494], [-8.53186, -1.17845, -6.18850], [2.15335, 7.89764, 1.75571], [-4.28676, -4.42896, 4.71748], [-7.44733, -0.73667, -4.01648], [-0.88131, 1.31768, -0.76374], [-6.10301, -1.00689, -5.98305], [-1.36304, -0.72752, -0.08778], [-2.48168, -3.98916, 3.12438], [-6.85432, -8.97294, -1.95692], [-3.20119, -6.31165, 3.53533], [2.19364, 5.90985, 3.22158], [-10.21971, -4.88259, -6.99374], [-7.70332, -9.10394, 0.35555], [2.07561, 8.14882, 4.20909], [6.98036, 8.97487, -0.35376], [-11.57187, -6.27582, -8.51678], [-11.88812, -6.41606, -6.06951], [-4.59992, -4.74494, 2.28918], [-0.30303, -0.42869, -2.08550], [-8.88027, -7.72253, -1.28698], [4.08505, -5.05119, 3.10972], [-12.54641, -4.38684, -7.30526], [6.55242, -5.02233, 3.12436], [-3.66813, -2.48677, -1.53998], [7.11170, -1.27145, 2.38561], [1.87008, 3.74768, 0.98616], [-3.69901, -1.45998, -1.02435], [-10.41263, -3.46839, -7.17016], [5.68583, -1.78466, 2.63408], [-6.54298, -7.19909, 1.00921], [-0.56099, 3.19689, 1.38088], [3.94867, 7.89509, -1.75493], [5.32616, 3.36701, -0.65311], [-1.59297, 2.06517, 1.48329], [8.84199, 1.98543, -0.20830], [8.47343, -0.51462, 0.34855], [0.87824, 2.68375, 1.44786], [0.89538, 8.86408, 4.60090], [-2.45195, -0.01026, 0.31626], [-5.34630, -1.34873, -4.81017], [8.60253, 0.54915, -0.73983], [-11.85747, -3.23993, -6.78538], [3.99675, -7.27602, 3.77832], [-6.69239, -8.68027, 1.28077], [3.60816, -6.32745, 2.66381], [-0.23585, 7.91013, 4.27794], [-0.77924, 0.02861, -1.12450], [3.74209, 9.21838, -1.04786], [-1.96370, 1.47945, 0.14107], [3.30790, 3.23611, 0.94933], [-6.39753, -1.69007, -3.77700], [7.85308, 3.03234, -0.75231], [-4.10650, -3.65873, 1.48962], [7.17738, -0.35438, 1.15004], [4.22208, 4.12665, 0.08772], [-2.61097, -3.66988, 1.73056], [6.64048, 3.31306, 0.15576], [-2.13704, -2.71487, 1.52583], [5.07610, -1.01947, 3.11219], [3.70160, 3.26446, 1.96748], [3.31805, 2.19939, 0.60664], [-9.72272, -2.91282, -6.54669], [3.59374, 4.63821, -0.64722], [7.15881, 0.67043, 1.51878], [4.08933, 10.05689, -1.65521], [7.80810, -2.10415, 2.30175], [1.80487, 4.56626, 1.70485], [-7.34787, -6.62579, 1.47383], [-6.03247, -1.59335, -2.76037], [-1.25719, 1.27227, 2.15330], [-4.75713, -0.47848, -4.51452], [0.83221, 9.77975, 4.00994], [-0.73491, 3.87425, 2.21603], [-4.68256, -2.18087, -5.02409], [4.64259, 4.89838, 0.72924], [7.37288, -0.67942, 3.26286], [0.99798, 1.75496, 0.88826], [7.47932, 2.65694, -1.70525], [-5.77134, -9.22367, 1.06058], [-0.33465, 7.13246, 5.03744], [8.91093, 1.99746, 0.87981], [2.53521, -6.28374, 2.50148], [7.71254, 0.54798, -1.37209], [6.77239, 4.27702, 0.64488], [-10.23571, -3.22251, -8.21899], [-4.35753, -3.81682, 0.44613], [5.69028, -2.69988, 3.21980], [-2.74338, -0.20232, 1.34414], [1.55842, 4.13768, 0.01357], [4.11122, -6.57855, 1.72781], [-5.58416, -6.80820, 1.33458], [6.32733, -0.52849, 0.49037], [3.71715, 7.94100, -2.81514], [1.08344, 2.46746, 2.50015], [5.20439, -2.01928, 1.68256], [5.53868, 3.86737, -1.59830], [2.70887, 9.38046, -0.75387], [-12.27027, -2.33304, -7.21689], [-1.18832, 8.41549, 4.14640], [0.94955, 9.11383, 5.65615], [-0.73698, 3.75886, 0.46230], [-6.79908, -2.69390, -3.92694], [-2.52050, 2.46291, 1.89422], [9.31092, -0.45262, 1.04584], [-7.00606, -8.89381, 2.29816], [8.46154, -1.50190, -0.11746], [5.02492, 2.33485, -0.83729], [9.83156, 2.27276, -0.56925], [-4.56954, -2.73386, 1.84457], [9.44328, 0.28088, -1.38078], [6.51850, 2.53656, 0.90885], [-11.98621, -3.22075, -5.70119], [4.06312, -8.30862, 3.44766], [3.37102, 7.09594, -1.28526], [8.38726, 3.96360, -0.93246], [3.31057, -7.20524, 4.62433], [-2.11804, -4.44873, 1.14642]],
  "lowdin_charge": [0.803, 0.581, 0.599, 0.593, 0.597, 0.592, 0.604, 0.595, -0.193, -0.207, -0.191, -0.219, -0.186, -0.209, -0.187, 0.030, -0.192, -0.230, -0.209, -0.208, -0.184, 0.074, -0.181, 0.111, -0.182, -0.215, -0.218, -0.218, -0.187, -0.187, -0.176, -0.212, -0.220, -0.218, -0.208, 0.253, -0.212, -0.192, -0.191, -0.215, 0.216, -0.238, -0.213, -0.323, -0.159, -0.103, -0.163, -0.181, -0.157, -0.197, -0.165, -0.202, -0.222, -0.202, -0.155, -0.275, -0.155, -0.207, -0.159, -0.160, -0.157, -0.161, -0.157, -0.490, -0.163, -0.698, -0.189, -0.158, -0.197, -0.167, -0.222, -0.200, -0.152, -0.191, 0.116, 0.076, 0.119, 0.106, 0.093, 0.094, 0.085, 0.133, 0.102, 0.074, 0.138, 0.108, 0.133, 0.133, 0.135, 0.118, 0.138, 0.091, 0.104, 0.107, 0.097, 0.135, 0.135, 0.107, 0.134, 0.103, 0.103, 0.139, 0.107, 0.020, 0.171, 0.116, 0.135, 0.114, 0.108, 0.135, 0.125, 0.071, 0.105, 0.130, 0.135, 0.136, 0.138, 0.114, 0.139, 0.118, 0.115, 0.136, 0.111, 0.106, 0.098, 0.135, 0.102, 0.090, 0.134, 0.135, 0.122, 0.106, 0.134, 0.142]
}